The following is a quantum chemistry calculation of 13 unconnected molecules or ions with the total composition C51H88B2F17N16O9S3 at a distorted geometry, from the OMol25 dataset.

Geometry as XYZ:
```
186
Properties=species:S:1:pos:R:3:forces:R:3:lowdin_charge:R:1
C 3.575685 1.959920 6.479784 0.4 0.0 1.5 -0.069
C 3.308320 3.410939 6.002624 -0.4 -0.8 -1.3 -0.095
N 4.348406 3.898240 5.017546 1.0 1.3 -0.5 -0.038
C 4.717491 5.213763 4.777615 1.0 0.9 0.5 0.012
C 5.808373 5.247796 3.912548 -1.7 -0.5 0.3 0.006
N 5.956212 3.973778 3.455995 -0.8 -2.2 1.7 -0.085
C 5.075820 3.168231 4.185763 0.8 0.3 -1.0 -0.018
C 6.994575 3.440920 2.514463 -1.5 -0.7 0.4 0.045
H 4.310715 2.012164 7.282969 0.3 0.3 0.0 0.081
H 3.950688 1.107920 5.912714 -0.1 0.7 -1.1 0.066
H 2.757869 1.496030 7.031220 -0.6 0.6 -0.3 0.086
H 3.199770 4.067301 6.866055 0.8 0.1 -0.1 0.137
H 2.381690 3.595928 5.459270 -0.2 -0.6 0.1 0.127
H 4.211301 6.024495 5.280488 0.2 0.0 0.1 0.142
H 6.467999 6.004053 3.513324 -0.4 0.3 0.3 0.146
H 4.830347 2.121600 4.082301 0.8 0.0 -0.3 0.150
H 7.999789 3.427006 2.935726 -0.2 0.5 -0.1 0.107
H 6.859601 3.924109 1.546783 0.4 0.1 0.2 0.108
H 6.671496 2.404889 2.412641 0.4 -0.1 -0.4 0.092
C 7.072993 -4.709259 0.239321 0.1 -0.4 0.5 -0.053
C 6.288302 -5.909060 -0.296047 -1.4 1.4 -0.9 -0.178
N 6.793460 -7.235410 0.037205 1.4 -2.9 -0.6 -0.041
C 6.400474 -8.195754 1.000901 2.9 -1.0 -1.1 0.049
C 7.368444 -9.257514 0.923239 -1.7 2.9 -0.8 0.030
N 8.280550 -8.926556 -0.124777 -3.3 -0.7 1.1 -0.070
C 7.805727 -7.803121 -0.689229 1.0 0.8 1.2 0.005
C 9.239540 -9.949233 -0.546943 2.0 -0.2 0.3 0.005
H 6.583243 -3.747462 0.087007 -0.3 -0.3 -0.6 0.089
H 8.060722 -4.638485 -0.216185 0.1 -0.1 0.3 0.081
H 7.116962 -4.778567 1.326219 0.5 -0.2 0.1 0.074
H 6.178532 -5.842853 -1.378488 0.5 -0.2 -0.2 0.136
H 5.233359 -5.796333 -0.046076 0.0 -0.5 0.7 0.131
H 5.494155 -8.039507 1.567095 0.3 -0.2 0.2 0.127
H 7.410358 -10.220978 1.409425 0.0 0.3 0.1 0.126
H 8.362143 -7.313468 -1.474756 -0.4 0.2 -0.1 0.174
H 8.975705 -10.960957 -0.238872 -0.9 0.3 -0.4 0.102
H 10.175345 -9.842779 0.001715 0.0 0.6 0.3 0.102
H 9.613146 -9.947734 -1.570907 -1.0 0.4 -0.2 0.109
C -5.341694 -2.755440 1.778807 -0.8 0.2 -0.3 -0.035
C -6.152129 -4.035981 2.072823 -0.1 0.4 3.0 -0.184
N -6.326776 -4.886742 0.979145 -0.9 -3.1 -3.6 -0.074
C -6.870089 -4.430544 -0.201198 0.3 -0.2 -1.1 -0.030
C -6.773381 -5.395271 -1.165512 0.4 -0.6 1.4 -0.002
N -6.293855 -6.567690 -0.534263 0.4 2.4 2.2 -0.065
C -6.083084 -6.220678 0.815515 0.2 1.2 -2.3 0.092
C -6.007709 -7.890833 -1.129314 -0.2 0.2 0.4 0.024
H -6.009318 -1.996232 1.371388 -0.2 0.0 -0.1 0.072
H -4.585802 -2.882131 1.003778 0.2 -0.4 0.4 0.081
H -4.938000 -2.255968 2.659527 0.2 -0.6 0.1 0.088
H -7.161733 -3.875264 2.450943 -0.1 0.9 -0.1 0.142
H -5.811184 -4.674011 2.888154 0.9 0.3 0.0 0.138
H -7.346249 -3.466406 -0.301748 0.4 0.1 0.1 0.142
H -6.977960 -5.274543 -2.219059 -0.2 -0.5 0.2 0.126
H -5.702046 -6.845050 1.610111 0.2 -0.2 -0.2 0.175
H -6.576945 -7.979724 -2.054608 -0.4 -0.2 0.5 0.100
H -6.267011 -8.573558 -0.320147 -0.1 -0.5 -0.7 0.108
H -4.974188 -8.069433 -1.426040 0.2 0.5 0.5 0.101
C -2.751808 -4.401230 7.386850 1.2 -0.5 -0.4 -0.037
C -1.543743 -3.619232 6.824292 -0.5 0.9 -0.5 -0.158
N -0.271718 -4.323057 6.964749 4.5 -1.8 -0.5 -0.033
C 0.389958 -4.486642 8.162331 -0.3 -1.7 2.3 -0.028
C 1.407244 -5.435619 8.110630 -0.7 2.2 -1.6 0.008
N 1.574766 -5.651847 6.768135 -1.5 0.7 -2.2 -0.084
C 0.591023 -4.936440 6.047959 -0.3 -1.3 2.4 0.088
C 2.604535 -6.535804 6.169884 0.8 -0.4 -0.5 0.003
H -2.895992 -5.165970 6.623639 -0.7 -0.1 0.2 0.080
H -3.643075 -3.798529 7.561440 0.3 0.1 -0.3 0.091
H -2.502153 -4.931754 8.305721 0.0 0.2 0.1 0.076
H -1.387900 -2.623343 7.239065 -0.2 -0.1 0.3 0.135
H -1.685314 -3.467851 5.754179 0.0 0.0 0.0 0.126
H 0.029879 -4.102765 9.105412 -0.3 0.3 -0.3 0.140
H 2.174291 -5.790829 8.782837 -0.5 0.1 0.3 0.140
H 0.457779 -4.995790 4.977855 -0.1 -0.1 0.1 0.160
H 2.331147 -7.573222 5.977234 -1.1 0.3 -0.2 0.104
H 3.494627 -6.737277 6.765895 -0.3 0.9 0.9 0.094
H 3.044791 -6.113820 5.266443 -0.6 0.2 -0.1 0.096
C -1.120161 2.259706 -5.241745 1.8 0.7 -0.8 -0.052
C -1.963795 3.384268 -5.883869 -1.1 -1.4 1.3 -0.150
N -2.083154 3.268573 -7.314421 1.0 -1.3 -2.4 -0.049
C -2.063257 4.283691 -8.283329 -1.7 0.1 1.3 0.025
C -2.391945 3.715293 -9.452826 1.2 -1.1 -1.7 0.003
N -2.283059 2.341082 -9.329469 -0.3 1.2 4.6 -0.093
C -2.172761 2.091721 -7.962733 0.0 1.0 -2.5 0.029
C -2.376957 1.345985 -10.333642 -0.3 -0.6 -1.2 -0.004
H -0.083491 2.435979 -5.528703 0.3 0.0 0.3 0.095
H -1.288231 1.254073 -5.627169 -0.6 0.2 -0.1 0.061
H -1.157336 2.182139 -4.155142 -0.3 0.5 -0.1 0.085
H -1.729137 4.430658 -5.688670 0.2 -0.4 0.5 0.139
H -2.950338 3.098334 -5.519078 -0.4 1.0 0.1 0.126
H -2.105392 5.333759 -8.034381 0.3 -0.2 0.2 0.145
H -2.575518 4.104867 -10.443249 0.2 0.4 0.2 0.150
H -2.162926 1.077532 -7.591642 0.1 0.3 0.3 0.156
H -2.033293 1.771152 -11.276637 -0.1 -0.1 0.0 0.115
H -3.420993 1.046926 -10.426692 0.1 -0.3 -0.2 0.109
H -1.724336 0.500941 -10.114326 -0.2 0.1 0.1 0.110
C -1.918665 -5.284551 -3.544939 -1.3 2.3 0.5 -0.012
C -1.986355 -3.796600 -4.169477 0.3 -1.1 -0.1 -0.110
N -2.644977 -3.794941 -5.494544 -1.2 0.9 0.2 -0.064
C -1.937047 -3.864182 -6.654879 1.1 -0.7 0.9 -0.007
C -2.782275 -3.725171 -7.666926 -0.9 0.2 -1.4 -0.013
N -4.026720 -3.456270 -7.164955 2.0 -1.0 4.1 -0.120
C -3.954836 -3.521872 -5.762436 2.3 0.1 -2.8 0.066
C -5.197545 -3.489624 -7.903916 -2.1 1.2 -1.6 -0.029
H -1.464466 -5.227797 -2.555709 0.7 0.0 -0.4 0.083
H -1.503740 -6.049755 -4.200988 0.2 0.4 0.1 0.086
H -2.934130 -5.551131 -3.251895 -0.3 -0.2 -0.5 0.054
H -0.994151 -3.375775 -4.332384 0.2 -0.4 -0.1 0.128
H -2.511558 -2.970739 -3.689654 -0.1 -0.7 1.1 0.119
H -0.872089 -4.043617 -6.662710 -0.1 -0.1 0.1 0.163
H -2.593478 -3.870723 -8.720287 -0.2 0.2 0.0 0.153
H -4.707740 -3.129861 -5.094708 0.0 -0.5 0.1 0.160
H -5.028502 -2.850509 -8.770548 -0.2 -0.4 -0.4 0.110
H -5.980905 -2.953935 -7.367748 -0.2 -0.5 0.1 0.110
H -5.494935 -4.493297 -8.207735 0.0 0.1 0.1 0.122
C 1.152319 -0.652201 1.182842 2.1 -0.5 -1.4 -0.064
C 0.750735 0.422709 0.135274 -0.7 0.0 1.4 -0.126
N 1.103645 1.826257 0.501142 1.9 0.3 -0.5 -0.037
C 0.698695 2.487274 1.613841 -0.9 0.5 1.0 -0.024
C 1.021037 3.818688 1.507183 -0.9 -1.1 -0.1 0.020
N 1.623151 3.922863 0.275246 2.9 0.6 0.9 -0.089
C 1.866319 2.724286 -0.199282 -1.9 -1.6 -0.9 -0.002
C 2.327963 5.100341 -0.297527 -0.9 0.5 0.4 0.049
H 2.191280 -0.902364 0.968191 0.5 0.3 0.4 0.074
H 0.756286 -1.639315 0.944345 -0.9 0.3 0.0 0.080
H 1.080896 -0.474306 2.255850 -0.5 0.5 -0.3 0.075
H -0.335924 0.341325 0.161034 -0.1 0.7 -0.5 0.116
H 1.104250 0.294474 -0.887795 0.2 -0.5 0.3 0.134
H 0.212876 1.941815 2.409356 -0.3 0.3 0.0 0.143
H 0.774333 4.644382 2.158148 0.1 0.1 -0.2 0.148
H 2.525804 2.528529 -1.031839 -0.2 -0.2 -0.3 0.181
H 3.318632 4.898511 -0.704897 -0.4 -0.6 -0.3 0.110
H 2.487779 5.852863 0.474664 -0.4 0.0 0.0 0.105
H 1.593403 5.444275 -1.025692 0.7 0.6 -0.2 0.105
C -3.731885 7.174568 -0.885644 -0.9 0.5 0.0 -0.053
C -3.338569 8.348473 -1.800583 0.4 -1.4 -0.6 -0.169
N -3.923713 9.632326 -1.424772 3.3 4.4 0.8 -0.041
C -5.157475 10.096433 -1.635632 -1.6 0.4 0.8 -0.022
C -5.317948 11.339492 -0.977150 -2.1 -2.5 -0.6 -0.014
N -4.173244 11.651874 -0.362093 3.2 -2.9 -3.1 -0.088
C -3.237347 10.738170 -0.865667 -1.5 -1.4 2.0 0.092
C -3.900523 12.690309 0.590157 0.1 0.9 0.8 0.025
H -3.333531 7.317641 0.118818 0.4 -0.4 -0.2 0.084
H -3.523051 6.227054 -1.382344 0.9 0.1 0.3 0.075
H -4.804683 7.048345 -0.739803 -0.3 0.6 -0.1 0.073
H -3.544969 8.095770 -2.840597 -0.8 0.4 -0.1 0.118
H -2.250569 8.355918 -1.866130 0.1 0.8 0.7 0.129
H -5.777516 9.383679 -2.159015 -0.8 0.7 0.1 0.138
H -6.260731 11.802827 -0.726374 0.2 0.2 -0.3 0.140
H -2.179664 10.772989 -0.650035 0.0 -0.2 0.3 0.164
H -3.663759 13.645695 0.121901 -0.2 -0.1 -0.1 0.111
H -3.065726 12.421708 1.237510 -0.1 -0.3 -0.1 0.111
H -4.796111 12.773698 1.205853 0.1 0.2 0.0 0.114
B -1.634082 -7.308441 2.452172 -0.3 -0.4 0.2 -1.406
F -0.414195 -7.734204 2.912573 1.5 -0.9 -0.1 0.115
F -2.180212 -8.051690 1.396665 0.3 -0.1 -0.6 0.083
F -2.501554 -7.398107 3.503346 -1.6 -0.1 1.6 0.111
F -1.502635 -5.979926 2.125156 0.0 1.8 -1.0 0.096
B 3.640944 -3.156117 -3.776748 -1.0 1.7 -2.8 -1.541
F 3.088478 -3.627402 -2.661292 -1.0 -1.2 2.9 0.161
F 4.936268 -2.916948 -3.751395 3.5 0.1 1.2 0.198
F 3.366492 -3.926555 -4.858382 -0.5 -3.4 -1.9 0.116
F 3.009317 -1.989709 -4.209053 -1.4 2.5 0.8 0.066
C -2.125457 8.964399 3.596467 3.4 0.1 -2.3 -0.678
F -2.430478 7.685727 3.382145 -0.6 0.0 0.6 0.116
F -3.040347 9.736803 3.018954 -0.8 0.2 0.1 0.106
F -1.975196 9.246512 4.856911 -0.6 -0.1 0.7 0.175
S -0.392996 9.248881 2.668315 2.4 1.1 0.6 0.484
O 0.651712 8.765867 3.590742 -1.6 0.1 -0.3 -0.383
O -0.463465 8.408257 1.470941 -1.0 0.2 -0.1 -0.420
O -0.219959 10.701903 2.395420 -1.4 -1.8 0.2 -0.390
C 7.983679 2.793488 -3.740859 -0.7 0.3 -2.0 -0.569
F 7.970204 4.189201 -3.767464 0.5 -2.3 0.3 0.063
F 8.705110 2.347131 -4.843458 -0.7 0.9 1.9 0.070
F 8.513708 2.337120 -2.621499 0.9 0.6 -0.2 0.113
S 6.224597 2.108718 -3.795718 -3.6 -0.7 -0.5 0.453
O 6.072832 1.466257 -2.487271 1.0 -0.5 -0.5 -0.389
O 5.356953 3.266006 -3.825261 0.2 1.8 0.1 -0.399
O 5.932110 1.318122 -4.999285 2.0 0.1 1.4 -0.341
C -4.698228 2.907232 5.163266 2.6 -1.0 2.6 -0.660
F -5.304147 3.993487 5.604229 -0.6 0.5 -1.3 0.138
F -5.518808 1.872404 5.349609 -0.6 -0.2 -1.2 0.106
F -4.221816 2.967843 3.890779 -1.3 0.3 0.6 0.090
S -3.254483 2.659059 6.387504 3.1 1.0 0.3 0.461
O -2.262172 1.751793 5.778090 -1.4 -0.8 -0.3 -0.424
O -2.611684 3.976913 6.444329 -1.4 -0.2 0.0 -0.372
O -3.851259 2.184739 7.623216 -0.4 0.1 -0.9 -0.339
```
Positions in Å, forces in eV/Å.

Results
Maximum force, eV/A: 5.6
Energy, Eh: -6490.53819
Kohn-Sham gap, eV: 4.32
Molecular weight, g mol⁻¹: 1510.16
HOMO level, Ha: -0.3859
Total charge: +3